1.
{
  "formula": "C19H27N2O2PdSSi",
  "method": "the ωB97M-V functional and the def2-TZVPD basis",
  "relative_energy_ev": 0.000,
  "multiplicity": 1,
  "lumo_ev": -10.225,
  "homo_ha": -0.57588,
  "energy_ha": -1814.85470,
  "charge": 3,
  "species": ["Pd", "C", "N", "C", "C", "C", "O", "H", "H", "H", "H", "H", "H", "H", "H", "H", "O", "H", "H", "S", "C", "N", "C", "C", "C", "C", "C", "C", "H", "H", "H", "H", "H", "C", "Si", "C", "C", "C", "C", "C", "C", "C", "H", "H", "H", "H", "H", "H", "H", "H", "H", "H", "H"],
  "positions_angstrom": [[2.07669, -0.06267, 3.24635], [4.19421, 2.96948, 6.03131], [3.27820, 1.97041, 6.60065], [3.16345, 1.99920, 8.06734], [2.60533, 1.13971, 5.85382], [1.63220, 0.17887, 6.46040], [2.79680, 1.20133, 4.57054], [4.04527, 3.90592, 6.56427], [3.99368, 3.11453, 4.97702], [5.22335, 2.64146, 6.17271], [4.13341, 2.28011, 8.46966], [2.89810, 1.02493, 8.46273], [2.42535, 2.74133, 8.37026], [1.04202, 0.65795, 7.23883], [2.16153, -0.66539, 6.90782], [0.95701, -0.20349, 5.69868], [1.05866, 1.48196, 2.25583], [1.57233, 2.01501, 1.63445], [0.46418, 2.09130, 2.71762], [4.90333, -3.07213, 4.83951], [4.32251, -1.61652, 4.21897], [3.01907, -1.55929, 4.06864], [2.37611, -2.73239, 4.47752], [1.00550, -2.99327, 4.46219], [0.58531, -4.22423, 4.91481], [1.50060, -5.18435, 5.37599], [2.85400, -4.93236, 5.39519], [3.28385, -3.68582, 4.93707], [4.97695, -0.79684, 3.95740], [0.28853, -2.26057, 4.10800], [-0.47011, -4.45926, 4.91579], [1.13261, -6.14013, 5.72242], [3.55852, -5.67238, 5.74946], [-1.98430, -2.41283, -9.22392], [-1.03170, -0.91189, -9.63839], [0.15782, -0.97423, -11.02249], [-1.39673, 0.66529, -8.85084], [-2.45588, 0.77577, -7.93362], [-2.82400, 2.01483, -7.44548], [-2.14203, 3.15320, -7.86089], [-1.08629, 3.06194, -8.76381], [-0.71667, 1.82817, -9.25870], [-2.78977, -2.51157, -9.96154], [-2.44031, -2.36083, -8.23594], [-1.37122, -3.31189, -9.29764], [-0.39474, -0.69846, -11.92956], [0.57045, -1.97168, -11.16729], [0.96646, -0.25183, -10.91020], [-2.99861, -0.10548, -7.61368], [-3.64833, 2.10292, -6.75150], [-2.44197, 4.12076, -7.48094], [-0.56555, 3.95352, -9.08411], [0.09635, 1.76975, -9.97188]],
  "atomic_forces_ev_per_a": [[-0.046, 0.192, 0.117], [-0.001, 0.002, -0.003], [0.002, -0.009, -0.010], [-0.002, -0.007, -0.002], [0.013, 0.054, 0.005], [0.000, 0.000, -0.001], [0.019, -0.069, 0.041], [-0.001, -0.001, 0.000], [0.002, 0.000, 0.001], [0.001, -0.001, 0.004], [-0.001, 0.005, 0.001], [0.003, -0.002, -0.002], [0.002, 0.002, 0.001], [-0.003, -0.007, 0.002], [0.000, 0.001, 0.005], [0.004, 0.005, -0.004], [0.005, -0.063, -0.010], [0.021, 0.053, -0.063], [0.019, -0.094, 0.047], [0.007, 0.010, 0.019], [0.008, 0.006, -0.019], [-0.027, -0.060, 0.004], [0.032, 0.024, -0.009], [-0.001, -0.009, 0.004], [-0.014, 0.000, -0.004], [-0.016, -0.001, 0.001], [0.011, 0.023, -0.017], [0.002, -0.042, 0.011], [-0.007, -0.005, -0.002], [0.003, -0.004, -0.002], [0.001, 0.000, 0.000], [0.005, 0.000, 0.002], [-0.005, -0.003, 0.004], [-0.029, 0.011, 0.112], [-0.066, 0.168, -0.118], [0.028, 0.074, 0.066], [0.024, -0.129, -0.118], [-0.024, -0.002, 0.045], [-0.029, -0.009, 0.018], [0.049, -0.053, -0.041], [-0.059, 0.055, 0.062], [0.049, -0.028, -0.044], [0.003, -0.006, -0.007], [-0.010, -0.026, -0.023], [0.018, 0.018, -0.016], [0.018, -0.045, -0.024], [-0.013, -0.006, -0.018], [0.010, -0.029, -0.006], [-0.007, 0.016, 0.001], [-0.003, -0.015, 0.003], [0.012, 0.015, -0.013], [-0.001, 0.003, -0.001], [-0.005, -0.014, 0.003]]
}

2.
{
  "formula": "C15H23KN5O2Te4",
  "method": "the ωB97M-V functional and the def2-TZVPD basis",
  "relative_energy_ev": 1.152,
  "multiplicity": 1,
  "lumo_ev": [1.571, 1.581],
  "homo_ha": [-0.11166, -0.11007],
  "energy_ha": -2681.58899,
  "charge": -1,
  "species": ["K", "C", "C", "N", "C", "C", "N", "C", "C", "N", "C", "C", "N", "C", "C", "C", "C", "C", "C", "C", "N", "H", "H", "H", "H", "H", "H", "H", "H", "H", "H", "H", "H", "H", "H", "H", "H", "H", "H", "H", "H", "H", "H", "H", "Te", "Te", "Te", "Te", "O", "O"],
  "positions_angstrom": [[1.38642, -0.35007, -1.78861], [3.99522, 1.12635, 1.26930], [2.62261, 0.77506, 0.76246], [2.10059, -0.37787, 0.73572], [2.72384, -1.62888, 1.10097], [2.12980, -2.74678, 0.23099], [0.68620, -2.72352, 0.28870], [-0.01409, -3.65061, -0.58917], [-1.51444, -3.37435, -0.49840], [-1.77172, -1.97140, -0.76206], [-3.14381, -1.51414, -0.72584], [-3.17266, -0.00528, -0.98162], [-2.12743, 0.71552, -0.24188], [-1.75359, 1.95505, -0.64755], [-2.75107, 2.85070, -1.32529], [-0.43352, 2.43963, -0.40624], [-0.07395, 3.81197, -0.48399], [1.21166, 4.18507, -0.18611], [2.15073, 3.22476, 0.22256], [1.72977, 1.90538, 0.27315], [0.50377, 1.52459, -0.07155], [4.47033, 0.27525, 1.74995], [3.92657, 1.93254, 1.99988], [4.63252, 1.47334, 0.45245], [2.47509, -1.82355, 2.14805], [3.81717, -1.63248, 1.01078], [2.48627, -3.70671, 0.61688], [2.51907, -2.69126, -0.80908], [0.31256, -1.80777, 0.06446], [0.19277, -4.68032, -0.28537], [0.29996, -3.54793, -1.64340], [-1.85610, -3.59629, 0.51801], [-2.05090, -4.04340, -1.18819], [-1.32622, -1.63224, -1.61551], [-3.56205, -1.74449, 0.25687], [-3.78619, -1.99270, -1.48153], [-4.17439, 0.37435, -0.75104], [-2.97157, 0.15021, -2.04453], [-3.52053, 2.28322, -1.84298], [-2.26852, 3.49435, -2.06054], [-3.25774, 3.49175, -0.59361], [-0.81035, 4.55902, -0.74508], [1.49408, 5.22951, -0.23335], [3.15172, 3.51465, 0.50745], [-1.38336, 1.89117, 3.25274], [0.46547, 0.30364, 6.79713], [-1.65511, -0.05533, 5.19960], [-1.44025, -0.17798, 1.50512], [-0.75314, -0.59116, -3.17762], [0.08853, -1.42060, -3.78310]],
  "atomic_forces_ev_per_a": [[-0.413, -0.084, -0.718], [-0.007, -0.024, 0.064], [-0.149, 0.139, 0.168], [0.220, -0.069, -0.289], [0.014, 0.096, 0.113], [-0.045, -0.058, 0.091], [-0.130, -0.190, -0.254], [0.020, 0.045, -0.011], [-0.040, 0.036, 0.011], [0.185, 0.117, -0.014], [0.020, 0.012, 0.045], [0.042, 0.051, 0.074], [0.099, 0.070, -0.275], [0.038, 0.014, -0.023], [-0.010, 0.020, -0.002], [-0.065, -0.026, 0.061], [0.035, 0.022, 0.035], [-0.031, -0.025, 0.006], [0.012, 0.049, 0.016], [0.059, -0.185, 0.223], [0.114, 0.096, -0.045], [0.007, -0.004, -0.013], [-0.003, -0.012, 0.011], [-0.007, 0.018, 0.002], [-0.052, -0.071, -0.024], [0.000, 0.007, -0.022], [0.003, -0.008, -0.019], [0.049, 0.111, 0.071], [0.194, 0.172, 0.576], [-0.030, -0.008, 0.003], [0.025, -0.019, 0.003], [-0.021, -0.001, -0.004], [0.020, -0.009, -0.015], [-0.080, -0.149, -0.151], [-0.028, -0.021, -0.016], [0.011, 0.011, -0.020], [-0.012, -0.027, 0.026], [-0.033, 0.015, -0.011], [0.004, -0.008, 0.002], [-0.002, 0.002, 0.004], [-0.003, -0.004, 0.000], [0.001, 0.000, -0.009], [0.004, 0.001, -0.004], [-0.008, 0.002, 0.007], [-0.142, 0.235, 0.070], [0.016, -0.054, -0.077], [0.057, 0.140, -0.106], [-0.037, -0.411, 0.390], [0.011, -0.028, -0.033], [0.087, 0.014, 0.082]]
}

3.
{
  "formula": "C5H14N2",
  "method": "the ωB97M-V functional and the def2-TZVPD basis",
  "relative_energy_ev": 5.073,
  "multiplicity": 1,
  "lumo_ev": [1.007, 1.009],
  "homo_ha": [-0.25065, -0.24502],
  "energy_ha": -308.23664,
  "charge": 0,
  "species": ["C", "C", "C", "C", "C", "N", "N", "H", "H", "H", "H", "H", "H", "H", "H", "H", "H", "H", "H", "H", "H"],
  "positions_angstrom": [[-0.99657, -1.59486, 0.36417], [-1.37856, 0.77732, 1.24389], [-1.01834, 0.37378, -1.30173], [1.79080, 1.22250, -0.01366], [-0.90271, -0.11102, 0.14840], [1.83586, -1.11838, -0.22384], [1.31952, -0.04184, 0.46427], [-0.66147, -2.02488, -0.47445], [-0.44452, -1.94851, 1.15066], [-1.97325, -1.87789, 0.46777], [-0.80562, 0.61642, 2.21969], [-2.40196, 0.67896, 1.32061], [-1.02538, 1.73268, 1.08517], [-1.01436, -0.41887, -2.08635], [-1.92307, 1.11252, -1.52792], [-0.20240, 0.97527, -1.48297], [1.21282, 1.33257, -1.00534], [1.39399, 2.10631, 0.58729], [2.83287, 1.17435, -0.06343], [2.06233, -1.94678, 0.22367], [2.30004, -1.01967, -1.09591]],
  "atomic_forces_ev_per_a": [[-0.147, 3.401, 0.047], [3.317, -1.561, 1.182], [-3.451, -0.388, 0.441], [-3.802, 0.280, -0.921], [2.673, -0.355, -0.543], [-0.618, 1.863, -0.886], [-2.409, -1.203, 1.296], [1.401, -1.908, -3.171], [1.372, -0.571, 2.252], [-2.856, -0.775, 0.452], [-1.120, -0.737, -1.029], [-2.344, 0.182, 0.595], [-0.057, 2.560, -0.905], [-0.133, 0.398, 0.831], [1.531, -1.677, 0.679], [1.879, 1.489, -0.702], [1.886, 0.591, 0.479], [0.724, -1.376, -0.320], [1.688, 0.444, -0.481], [0.252, -1.194, 1.500], [0.216, 0.539, -0.794]]
}

4.
{
  "formula": "C14H15Br2FN2O3",
  "method": "the ωB97M-V functional and the def2-TZVPD basis",
  "multiplicity": 1,
  "lumo_ev": -1.349,
  "homo_ha": -0.34533,
  "energy_ha": -6125.30144,
  "charge": 0,
  "species": ["C", "C", "Br", "C", "Br", "C", "C", "C", "N", "C", "C", "C", "O", "C", "C", "C", "C", "O", "N", "F", "C", "O", "H", "H", "H", "H", "H", "H", "H", "H", "H", "H", "H", "H", "H", "H", "H"],
  "positions_angstrom": [[-1.11059, 1.26417, -2.98712], [-1.98366, -0.07409, -2.89459], [-3.93300, 0.23689, -3.29829], [-1.79408, -0.91664, -1.51859], [-3.55843, -1.52651, -0.75348], [-0.89003, -0.20523, -0.41767], [0.57468, -0.68700, -0.10248], [1.28233, -1.90758, -0.85609], [2.14078, -1.30820, -1.95438], [1.41722, 0.02746, 1.02579], [2.91029, -0.45164, 1.42920], [2.69445, -1.79171, 2.32511], [2.28317, -1.45340, 3.68922], [0.87601, 1.24604, 1.83479], [-0.56252, 1.71501, 1.52503], [-1.40192, 0.98060, 0.44463], [-2.79834, 1.73925, 0.42980], [-3.77041, 1.69770, -0.34053], [-2.76673, 2.60663, 1.64762], [-3.65217, 2.08051, 2.56152], [-1.41873, 2.91073, 2.17997], [-1.05471, 3.81858, 2.95048], [-0.03671, 1.01724, -3.31910], [-1.55619, 1.87972, -3.85942], [-1.16015, 1.93922, -2.07265], [-1.62496, -0.75898, -3.75256], [-1.25820, -1.90038, -1.79548], [0.55784, -2.70116, -1.24810], [2.02711, -2.47720, -0.18190], [1.46397, -0.85923, -2.58823], [2.70527, -0.57766, -1.48413], [3.43868, 0.29035, 2.11280], [3.50675, -0.74091, 0.49948], [3.64126, -2.42999, 2.32847], [1.84790, -2.45853, 1.90870], [1.48952, -2.00826, 3.88383], [1.47432, 1.78420, 2.64836]],
  "atomic_forces_ev_per_a": [[-0.816, 0.350, -1.191], [0.875, -0.313, -0.289], [1.369, 0.325, -0.381], [1.142, -0.255, 0.131], [1.490, -0.068, 0.170], [1.834, 1.503, 2.652], [-1.472, 1.678, 2.186], [0.579, 0.513, 0.530], [-1.147, -0.371, 0.776], [-1.806, 2.054, 0.101], [-1.962, -1.411, 0.373], [-0.465, -0.543, -0.269], [-0.335, -0.749, -1.128], [-2.510, -1.496, -2.804], [1.461, -2.287, -1.788], [2.059, 0.146, 0.600], [-0.549, -0.971, -0.969], [3.659, 0.139, 2.950], [0.464, 1.224, -1.299], [-0.151, 0.210, 0.527], [1.548, -0.858, 0.974], [-1.815, -3.550, -2.948], [-1.520, 0.325, 0.896], [0.737, -1.006, 1.372], [0.199, -1.155, -1.131], [-0.797, 1.090, 1.429], [-1.008, 1.663, 0.493], [0.974, 1.376, 0.395], [-1.480, 1.043, -0.811], [0.797, 0.092, 0.261], [-0.567, -0.398, -0.756], [-0.734, -0.789, -1.247], [-0.634, 0.598, 1.397], [-1.072, 0.982, 0.171], [1.456, 1.155, 0.225], [1.058, 0.821, -0.165], [-0.863, -1.068, -1.433]]
}

Number 1: F_max 0.2 eV Å⁻¹. Number 2: F_max 0.8 eV Å⁻¹. Number 3: F_max 4.0 eV Å⁻¹. Number 4: F_max 5.0 eV Å⁻¹.